# 1
C5H10O2 as an isolated structure at a distorted geometry, computed with ωB97M-V/def2-TZVPD.

Structure (XYZ):
```
17
Properties=species:S:1:pos:R:3:forces:R:3
H 0.2963 -0.6582 -2.3815 0.0 0.2 0.2
O -1.4745 1.3566 0.1208 -0.1 -0.2 -0.1
H -1.3139 1.5133 2.1944 0.0 0.0 0.2
H -1.7679 -1.3586 1.7038 0.2 0.2 -0.1
C -2.0407 0.1006 0.0316 -0.6 -0.1 -0.1
C -0.9288 0.8868 1.3960 0.4 0.2 0.4
H 1.2930 0.6679 -2.9176 0.0 0.0 0.2
C 1.8870 -0.1670 -1.0696 0.5 0.1 0.1
H 2.6368 -0.8058 -1.5499 0.3 -0.4 0.0
C -1.6037 -0.4344 1.1695 -0.3 0.0 -0.2
C 0.8139 0.2426 -2.0254 0.0 0.1 0.2
O 2.0432 0.1568 0.0876 -0.5 0.0 -0.7
H -2.7303 -0.1350 -0.7635 0.1 -0.1 -0.2
H 0.1449 0.9518 -1.5475 -0.2 0.0 -0.2
H 1.5259 -1.2891 1.9552 -1.2 -1.9 1.7
H 1.1700 -1.8648 2.4686 1.2 1.9 -1.7
H 0.1524 0.8908 1.3478 0.2 0.1 0.1
```
Positions in Å, forces in eV/Å.

Calculated values
- HOMO level: -0.32893 hartree
- Frontier orbital gap: 10.00 eV
- Energy relative to the best compared isomer or geometry (same formula, charge and spin): 4.634 eV
- E_LUMO: 1.048 eV
- Spin multiplicity: 1

Mulliken atomic charge list, values in e, 8 entries:
1 H 0.28
2 O -0.42
3 H 0.24
4 H 0.37
5 C -0.38
6 C -0.10
7 H 0.36
8 C 0.15



# 2
C8H8N2O2S2 as an isolated structure at a distorted geometry, computed with ωB97M-V/def2-TZVPD.

Structure (XYZ):
```
22
Properties=species:S:1:pos:R:3:forces:R:3
S 1.8833 0.1653 -0.8788 1.6 2.3 1.2
N 2.8681 1.5358 -0.7171 -0.5 1.1 -1.6
C 0.6117 -1.2306 0.6234 1.9 -1.5 1.7
S 2.5966 0.3093 2.0809 -0.8 -1.9 0.3
H 2.7776 2.1576 -1.5352 -0.5 -0.1 0.6
O 0.7137 0.3758 -1.6815 0.7 0.2 -0.6
H -1.4588 -2.7994 -0.4336 -1.2 0.4 -0.1
H -4.1766 0.6550 -0.2611 -1.6 0.5 -0.3
H -2.2316 2.0439 0.6530 -0.4 0.7 -0.1
C -2.1794 1.0156 0.3772 2.6 -1.0 0.3
H 2.6240 1.5031 1.6146 0.4 1.8 -0.3
N 0.2308 1.0661 0.9150 -0.2 0.2 1.3
H -3.8882 -1.8933 -0.5710 1.5 1.5 0.4
C -2.9950 -1.2114 -0.2789 -5.6 3.0 -1.5
C -3.2274 0.2548 -0.1503 2.0 -4.3 0.8
C -0.6596 -1.0131 0.3039 -5.5 1.4 -0.5
C -0.8997 0.4156 0.6118 -2.7 -0.8 -1.4
H 3.8295 1.2222 -0.7896 0.0 -0.4 0.3
C 1.2011 0.0430 0.9507 1.8 1.0 -1.6
H 1.3065 -2.0152 0.4968 0.0 -1.3 -0.1
C -1.8018 -1.7721 -0.2119 6.6 -1.1 1.6
O 2.8753 -0.8281 -1.1182 0.0 -1.8 -0.5
```
Positions in Å, forces in eV/Å.

Calculated values
- HOMO level (spin up / spin down): -0.23852 / -0.34084 hartree
- Frontier orbital gap (spin up / spin down): 7.08 / 6.25 eV
- ⟨S²⟩: 2.033
- E_LUMO (spin up / spin down): 0.586 / -3.029 eV
- Spin multiplicity: 3

Mulliken atomic charge list, values in e, 8 entries:
1 S 1.24
2 N -0.63
3 C -0.99
4 S -0.21
5 H 0.28
6 O -0.57
7 H 0.35
8 H 0.47



# 3
A 2-piece molecular cluster, CH2BrF2P overall at a distorted geometry, computed with ωB97M-V/def2-TZVPD.

Structure (XYZ):
```
7
Properties=species:S:1:pos:R:3:forces:R:3
H 0.7108 -1.7735 1.0745 -2.3 2.2 0.1
F 0.1565 1.8198 -0.5772 -0.3 0.4 0.0
P -0.7681 -0.0812 1.1095 2.8 -2.1 -0.2
H 0.2491 -0.0646 -1.2397 -0.1 0.2 0.4
F 1.6516 0.4065 0.0962 0.5 0.1 0.2
C 0.3709 0.5111 -0.3050 -0.3 -0.5 -0.4
Br -2.3708 -0.8181 -0.1582 -0.4 -0.2 -0.2
```
Positions in Å, forces in eV/Å.

Calculated values
- HOMO level (spin up / spin down): -0.35598 / -0.35590 hartree
- Frontier orbital gap (spin up / spin down): 8.36 / 8.36 eV
- Energy relative to the best compared isomer or geometry (same formula, charge and spin): 2.152 eV
- E_LUMO (spin up / spin down): -1.322 / -1.321 eV
- Spin multiplicity: 1

Mulliken atomic charges, in units of e:
1 H 0.03
2 F -0.24
3 P 0.08
4 H 0.27
5 F -0.21
6 C 0.16
7 Br -0.09



# 4
A 2-piece molecular cluster, C2H8N overall at a distorted geometry, computed with ωB97M-V/def2-TZVPD.

Structure (XYZ):
```
11
Properties=species:S:1:pos:R:3:forces:R:3
C -1.6037 0.2934 0.3882 -0.4 0.3 -1.2
H 0.8518 -1.4113 -0.7003 -1.6 -0.7 0.6
H 1.1668 -0.7675 1.1070 -1.5 -0.8 0.4
H -1.8787 -0.0919 -0.5905 -0.2 0.0 0.0
H 1.0013 0.9589 -0.9794 0.7 0.6 -0.1
H 2.3744 0.0841 -1.0473 -0.4 -0.3 -0.3
H -2.3287 0.0037 1.1420 0.3 -0.3 0.3
N 1.6661 0.4281 -0.3890 -2.2 0.8 0.1
H -1.4765 1.3716 0.3496 0.4 -0.1 0.1
H -0.6197 -0.2249 0.6469 0.9 -0.2 0.2
C 0.8469 -0.6442 0.0728 4.1 0.7 -0.1
```
Positions in Å, forces in eV/Å.

Calculated values
- HOMO level: -0.59381 hartree
- Net charge: +1
- Frontier orbital gap: 8.17 eV
- Energy relative to the best compared isomer or geometry (same formula, charge and spin): 4.626 eV
- E_LUMO: -7.984 eV
- Spin multiplicity: 1

Mulliken atomic charge list, values in e, 8 entries:
1 C -0.93
2 H 0.40
3 H 0.30
4 H 0.36
5 H 0.31
6 H 0.32
7 H 0.34
8 N -0.54



# 5
An isolated ion of composition C4H10NO2 and charge -1, computed with ωB97M-V/def2-TZVPD.

Structure (XYZ):
```
17
Properties=species:S:1:pos:R:3:forces:R:3
H -1.0181 -1.4234 1.5543 0.0 0.1 0.3
H -1.9378 0.2423 0.1805 -0.2 0.2 -0.2
H 0.9737 -1.0121 -1.3982 0.1 -0.1 0.2
C 0.7773 -0.0575 -1.9394 -0.3 0.2 0.8
C 0.2307 0.3453 1.8913 0.0 -0.1 0.2
H -0.5738 1.0232 2.2025 -0.2 0.1 -0.2
N -0.2334 0.7127 -0.9743 0.1 -0.5 -0.4
C -1.0395 -0.2386 -0.2128 0.4 -0.2 0.3
H 0.5304 -1.4180 0.7517 0.1 0.0 -0.2
O 1.2655 1.0346 1.2336 0.2 0.3 0.2
C -0.3107 -0.7801 1.0246 0.0 0.1 -0.2
H 0.6447 -0.0288 2.8291 0.1 -0.2 0.1
H 0.8870 1.2800 0.3573 -0.1 -0.1 -0.1
O 0.2783 -0.1962 -3.1329 0.0 0.1 -0.5
H -1.3372 -1.0885 -0.8359 -0.2 -0.1 -0.1
H -0.8342 1.0421 -1.7258 0.0 0.3 0.1
H 1.6971 0.5630 -1.8055 0.1 0.0 -0.3
```
Positions in Å, forces in eV/Å.

Calculated values
- HOMO level: -0.10388 hartree
- Net charge: -1
- Frontier orbital gap: 6.78 eV
- Energy relative to the best compared isomer or geometry (same formula, charge and spin): 2.553 eV
- E_LUMO: 3.955 eV
- Spin multiplicity: 1
- SMILES string: [O-]CNCCCO

Mulliken atomic charge list, values in e, 8 entries:
1 H 0.34
2 H 0.43
3 H 0.05
4 C -0.13
5 C -0.47
6 H 0.26
7 N -0.68
8 C -0.75



# 6
A 6-piece molecular cluster, C36H54F9NO16S overall, computed with ωB97M-V/def2-TZVPD.

Structure (XYZ):
```
117
Properties=species:S:1:pos:R:3:forces:R:3
H 3.4605 3.3913 1.8493 -0.1 0.0 0.0
H 2.5746 1.7145 -1.2968 0.1 0.0 0.0
H 5.2736 -4.9272 -4.3650 0.0 0.0 0.0
C -3.4241 -0.4281 4.5971 0.1 0.0 0.2
O -3.5446 5.7263 -3.7386 0.0 0.0 0.0
H 2.9132 2.6481 4.1272 -0.1 0.0 0.0
H 0.1377 2.5506 -1.0090 0.1 0.1 0.0
H 4.8963 3.7754 5.0933 0.0 0.0 0.0
H -5.5540 -1.5290 0.5767 0.0 -0.1 0.0
H -7.8979 1.4190 -0.4709 0.0 0.0 0.0
H 3.9023 1.1214 2.1573 0.0 0.0 -0.1
H 6.0624 -0.0486 1.1998 0.0 0.0 0.1
C 3.6974 0.5070 0.0737 0.1 0.0 0.0
O -8.6994 -3.9085 -5.2478 0.0 0.0 0.0
H 3.9576 -5.6041 -3.4044 0.0 0.0 0.0
C -2.8565 1.0295 2.4616 -0.1 0.1 0.2
H -6.7381 -0.5094 1.4137 0.0 0.0 0.0
C -7.6303 -4.7346 -5.3179 0.1 0.0 0.0
H -5.2577 0.0666 -1.1932 0.0 0.0 0.0
H -3.5530 7.7462 -4.1389 0.0 0.0 0.0
O -0.0744 3.8563 0.5888 0.0 -0.1 0.0
C 6.2445 -2.5854 1.4039 -0.2 -0.2 -0.2
O 1.6951 2.2719 1.8998 0.1 -0.1 0.0
F -2.8346 0.7420 1.1444 0.0 0.0 -0.2
H -0.3397 0.8182 0.5385 0.1 0.0 0.1
C 4.6505 -4.7699 -3.4837 0.0 0.1 0.0
C 0.7451 3.0303 -0.2317 0.0 0.0 -0.2
H 1.4364 3.6213 4.1093 0.1 -0.1 0.0
H -7.2221 1.1449 -2.0847 -0.1 0.0 0.0
C -4.9427 7.1971 -2.5421 0.0 -0.1 0.0
C -6.3592 -0.8132 0.4366 0.1 0.1 0.0
F -3.7863 2.7327 3.8304 0.0 0.1 0.2
C 5.5312 -4.5658 -2.2549 -0.1 0.0 -0.2
H 3.5092 4.0550 6.1627 0.0 0.0 0.0
H -5.8902 6.6585 -2.5026 0.0 0.0 0.0
C -1.4291 3.5793 0.6261 0.1 0.1 0.0
H 3.1583 -0.4553 1.9446 0.0 0.2 0.1
F -5.0544 0.4569 3.1351 -0.3 0.1 0.0
H 1.9442 4.3266 1.7791 0.1 0.0 0.0
H -5.5221 1.1895 0.1416 0.0 0.0 0.0
H -4.9645 6.8412 -4.7181 0.0 0.0 0.0
O 5.1186 -1.8658 1.4502 -0.1 0.2 -0.7
C -8.9237 -3.4883 -3.8876 0.0 0.0 0.1
H 5.0079 -4.8121 -1.3279 0.0 0.0 0.0
H -8.9453 -5.3891 -2.8724 0.0 0.0 0.0
H 9.7889 -4.9306 -1.4440 0.0 0.0 0.0
C 9.5472 -5.8051 -0.8455 0.0 0.0 0.1
O -7.4249 -1.4659 -0.2774 0.0 0.0 0.0
H 8.8784 -7.5027 1.3678 0.0 0.0 0.0
H 3.0501 -3.3763 -2.9569 0.0 0.0 0.0
F -4.4257 -1.1593 5.0997 0.3 0.2 -0.1
C -8.0295 -0.5975 -1.1230 -0.1 0.0 0.0
F -4.2757 2.7483 1.7043 -0.2 0.0 -0.1
C -7.1023 -4.9942 -3.9172 -0.2 0.0 0.0
H 4.5284 5.4123 5.6458 0.0 -0.1 0.0
H -5.1412 8.2484 -2.3480 0.0 0.0 0.0
F -2.3111 -1.1624 4.5935 -0.3 0.1 0.0
H -8.4721 -2.5060 -3.7478 0.0 0.0 0.0
C 3.9468 -3.4180 -3.5792 0.0 -0.1 0.0
C 5.2678 -0.4750 1.8195 -0.1 0.0 0.3
C -3.3063 2.5142 2.6051 0.2 -0.1 -0.1
H -7.9630 -4.1740 -2.0499 0.0 0.0 0.0
C -8.2594 -4.5546 -3.0249 0.0 0.0 0.0
C -7.3052 0.7351 -1.0818 0.1 -0.1 0.0
H -9.9951 -3.4006 -3.7312 0.0 0.0 0.0
H 6.2437 -3.2995 0.5716 -0.3 -0.1 0.2
H 5.5647 -0.3989 2.8671 0.0 -0.1 0.0
C 3.9389 0.2074 1.5608 0.1 -0.1 0.0
H -6.2126 -4.3767 -3.7768 0.0 0.0 0.0
H -3.1604 7.2530 -1.2706 0.0 0.0 0.0
H 4.6737 0.6631 -0.3996 -0.1 0.0 0.0
H 7.8912 -6.1716 1.9950 0.0 -0.1 0.0
H 10.2198 -6.6224 -1.1142 0.0 0.0 0.0
C 5.7914 -3.0790 -2.2667 0.0 0.0 0.2
O -2.7631 5.0375 2.3705 0.0 0.0 0.0
O -7.2091 -5.1514 -6.3569 0.0 0.0 0.0
C -3.7996 -0.0157 3.1446 0.2 0.1 0.1
O 4.8922 -2.4594 -3.0635 0.0 0.0 0.0
C 7.5595 -6.6643 -0.0675 0.0 0.0 0.0
O 6.4456 -7.0980 -0.1258 0.0 0.0 0.0
O -0.9572 3.5797 3.2954 0.0 0.0 0.1
H 3.2762 -0.3699 -0.4266 0.0 0.0 0.1
H 0.9624 0.0073 -0.3190 0.0 0.0 0.1
C 0.7348 0.6241 0.5536 -0.2 0.1 0.0
C 9.5246 -5.5318 0.6555 -0.1 0.0 0.0
F -3.2360 0.6418 5.3692 -0.1 -0.2 -0.1
H 3.6896 -3.1203 -4.5925 0.0 0.0 0.0
H -4.3859 6.1157 -0.6939 0.1 0.0 0.0
H 6.4740 -5.1019 -2.2722 0.0 -0.1 0.1
H 1.4292 3.7111 -0.7448 0.0 0.0 0.1
C 2.8533 1.7500 -0.2350 0.0 -0.2 -0.1
H -2.0147 4.3157 0.0719 0.0 -0.1 -0.1
F -3.7697 -1.1377 2.4139 0.0 -0.3 -0.1
S -1.9935 3.8273 2.3477 0.0 0.0 -0.1
H 3.4742 2.6442 -0.1280 -0.1 0.0 0.1
H 10.4999 -5.6556 1.1206 0.0 0.0 0.0
C 2.4616 3.5625 3.7274 0.1 -0.1 0.0
O -2.6373 4.5479 -2.0768 -0.1 0.0 0.0
C 2.4277 3.4438 2.2137 -0.1 0.1 0.0
C -4.2702 6.9615 -3.8909 0.0 0.1 0.0
O 7.1658 -2.4628 2.1492 0.7 0.2 0.4
H -6.8220 -6.0388 -3.8129 0.1 0.0 0.0
H 0.9489 0.0730 1.4688 0.1 -0.1 -0.1
C 1.5342 1.9305 0.5327 -0.1 0.0 0.0
N 3.2883 4.6968 4.1230 0.1 0.1 0.0
H 9.1853 -4.5115 0.8392 0.0 0.0 0.0
C -3.9421 6.5572 -1.5825 -0.1 0.0 -0.1
C -3.2944 5.4849 -2.4368 0.1 0.0 0.1
F -1.6223 0.8726 2.9458 0.2 0.0 0.1
O -8.9892 -0.9037 -1.7683 0.1 0.0 0.0
C 8.4643 -6.5184 1.1395 0.0 0.2 -0.1
O 8.2036 -6.2076 -1.1699 0.0 0.0 -0.1
C -5.9714 0.3811 -0.4302 0.0 0.0 0.0
H -1.6867 2.5716 0.2933 0.0 0.0 0.1
O 6.6423 -2.4820 -1.6676 0.0 0.1 -0.1
H 2.7240 5.5275 4.2377 0.0 -0.1 0.0
C 4.0834 4.4706 5.3200 -0.1 0.0 0.0
```
Positions in Å, forces in eV/Å.

Calculated values
- HOMO level: -0.31925 hartree
- Frontier orbital gap: 8.88 eV
- E_LUMO: 0.196 eV
- Spin multiplicity: 1
- SMILES string: CNCCO[C@](C)(CCCCOC=O)COCS(=O)(=O)C(F)(F)C(F)(F)C(F)(F)C(F)(F)F.O=C1CCCO1.O=C1CCCO1.O=C1CCCO1.O=C1CCCO1.O=C1CCCO1

Mulliken atomic charge list, values in e, 8 entries:
1 H 0.20
2 H 0.39
3 H 0.30
4 C 0.58
5 O -0.40
6 H 0.42
7 H 0.59
8 H 0.26



Among the records above, which one has the highest spin multiplicity? C8H8N2O2S2



Copy entry 4 word for word.
A 2-piece molecular cluster, C2H8N overall at a distorted geometry, computed with ωB97M-V/def2-TZVPD.

Structure (XYZ):
```
11
Properties=species:S:1:pos:R:3:forces:R:3
C -1.6037 0.2934 0.3882 -0.4 0.3 -1.2
H 0.8518 -1.4113 -0.7003 -1.6 -0.7 0.6
H 1.1668 -0.7675 1.1070 -1.5 -0.8 0.4
H -1.8787 -0.0919 -0.5905 -0.2 0.0 0.0
H 1.0013 0.9589 -0.9794 0.7 0.6 -0.1
H 2.3744 0.0841 -1.0473 -0.4 -0.3 -0.3
H -2.3287 0.0037 1.1420 0.3 -0.3 0.3
N 1.6661 0.4281 -0.3890 -2.2 0.8 0.1
H -1.4765 1.3716 0.3496 0.4 -0.1 0.1
H -0.6197 -0.2249 0.6469 0.9 -0.2 0.2
C 0.8469 -0.6442 0.0728 4.1 0.7 -0.1
```
Positions in Å, forces in eV/Å.

Calculated values
- HOMO level: -0.59381 hartree
- Net charge: +1
- Frontier orbital gap: 8.17 eV
- Energy relative to the best compared isomer or geometry (same formula, charge and spin): 4.626 eV
- E_LUMO: -7.984 eV
- Spin multiplicity: 1

Mulliken atomic charge list, values in e, 8 entries:
1 C -0.93
2 H 0.40
3 H 0.30
4 H 0.36
5 H 0.31
6 H 0.32
7 H 0.34
8 N -0.54